Entry 1:
Here is an isolated molecule of C3HNO2 at a distorted geometry from the Open Molecules 2025 dataset. Energies are from ωB97M-V/def2-TZVPD.

Values from the calculation:
Energy above the lowest of the compared OMol25 structures with the same formula, charge and spin in eV: 0.0191
E_tot in eV: -8710.326
E_HOMO in eV: -11.1996
Net charge: 0

Positions of all 7 atoms, in Å:
1 N 2.47 -0.62 0.08
2 C 1.44 -0.11 0.02
3 C 0.14 0.58 0.01
4 O 0.02 1.78 0.02
5 C -1.08 -0.35 -0.02
6 O -0.98 -1.49 -0.39
7 H -2.03 0.13 0.29

Entry 2:
Here is a cluster of 9 separate species, C28H51BClN10O3 in total at a distorted geometry from the Open Molecules 2025 dataset. Energies are from ωB97M-V/def2-TZVPD.

Values from the calculation:
Energy above the lowest of the compared OMol25 structures with the same formula, charge and spin in eV: 0.5826
E_tot in eV: -64104.262
E_HOMO in eV: -4.1983
Net charge: -1

Positions of all 94 atoms, in Å:
1 C 6.51 -2.08 -0.31
2 C 5.83 -1.16 -1.38
3 C 4.43 -0.76 -0.81
4 C 3.62 0.21 -1.69
5 C 3.61 -0.22 -3.19
6 B 2.08 0.36 -1.10
7 C 2.14 0.79 0.50
8 N 1.22 1.91 0.89
9 C 0.01 1.43 1.59
10 O 1.14 1.12 -1.98
11 C 0.22 0.36 -2.58
12 Cl 0.38 0.02 -4.41
13 C 0.24 -1.06 -1.82
14 C -1.01 -0.93 -0.89
15 C -1.10 -1.99 0.25
16 O 0.10 -2.18 0.95
17 C -1.74 -3.29 -0.31
18 N -0.74 -4.31 -0.70
19 O 1.49 -1.02 -1.23
20 H 6.43 -3.13 -0.63
21 H 5.93 -1.99 0.61
22 H 7.54 -1.77 -0.10
23 H 6.43 -0.26 -1.56
24 H 5.74 -1.70 -2.33
25 H 3.87 -1.67 -0.54
26 H 4.64 -0.25 0.15
27 H 4.04 1.24 -1.68
28 H 4.64 -0.27 -3.58
29 H 3.09 0.54 -3.79
30 H 3.15 -1.21 -3.27
31 H 3.16 1.13 0.74
32 H 1.98 -0.13 1.09
33 H 1.74 2.42 1.61
34 H -0.85 1.71 0.95
35 H -0.16 1.94 2.55
36 H 0.00 0.34 1.74
37 H -0.80 0.78 -2.52
38 H 0.15 -1.92 -2.50
39 H -1.03 0.09 -0.49
40 H -1.90 -1.03 -1.53
41 H -1.81 -1.58 0.99
42 H 0.75 -2.64 0.39
43 H -2.41 -3.71 0.46
44 H -2.36 -3.08 -1.20
45 H -0.14 -3.83 -1.38
46 H -1.26 -5.04 -1.17
47 C -5.72 -4.01 -2.30
48 C -4.48 -4.77 -2.16
49 N -3.50 -5.36 -2.05
50 H -6.44 -4.57 -2.89
51 H -6.15 -3.82 -1.31
52 H -5.52 -3.06 -2.79
53 C 4.30 0.02 3.52
54 C 5.37 0.18 2.53
55 N 6.19 0.30 1.74
56 H 3.59 -0.73 3.17
57 H 4.72 -0.28 4.47
58 H 3.77 0.97 3.64
59 C 6.16 3.81 -2.29
60 C 7.00 2.69 -1.89
61 N 7.64 1.79 -1.57
62 H 5.90 3.71 -3.35
63 H 5.25 3.82 -1.70
64 H 6.69 4.75 -2.14
65 C -1.62 4.98 0.83
66 C -2.77 4.12 1.13
67 N -3.65 3.42 1.37
68 H -1.63 5.85 1.48
69 H -0.70 4.42 0.98
70 H -1.67 5.30 -0.21
71 C -6.91 3.77 1.27
72 C -8.04 2.89 1.57
73 N -8.91 2.19 1.81
74 H -6.94 4.65 1.91
75 H -5.97 3.25 1.42
76 H -6.97 4.10 0.23
77 C -3.86 -1.39 4.06
78 C -2.78 -0.42 4.26
79 N -1.93 0.33 4.41
80 H -4.20 -1.76 5.03
81 H -4.70 -0.91 3.56
82 H -3.51 -2.22 3.46
83 C -6.76 5.18 -2.95
84 C -7.13 6.16 -1.92
85 N -7.42 6.93 -1.12
86 H -7.07 4.18 -2.64
87 H -7.25 5.43 -3.89
88 H -5.68 5.19 -3.10
89 C 0.90 -5.65 3.71
90 C 0.35 -5.34 2.39
91 N -0.07 -5.10 1.35
92 H 1.03 -6.73 3.82
93 H 1.87 -5.16 3.84
94 H 0.23 -5.29 4.49

Entry 3:
Here is a cluster of 2 separate species, C5H9NO in total from the Open Molecules 2025 dataset. Energies are from ωB97M-V/def2-TZVPD.

Values from the calculation:
Energy above the lowest of the compared OMol25 structures with the same formula, charge and spin in eV: 6.0138
E_tot in eV: -8863.199
E_HOMO in eV: -9.4170
Net charge: 0

Positions of all 16 atoms, in Å:
1 C 1.14 1.41 -1.10
2 C 0.87 1.39 0.39
3 N -0.48 1.56 0.92
4 C 0.17 0.26 1.05
5 C -0.34 -0.92 0.28
6 C -1.80 -1.27 0.32
7 O -1.35 -0.64 -0.73
8 H 2.13 1.01 -1.32
9 H 1.10 2.44 -1.48
10 H 0.40 0.82 -1.66
11 H 1.62 1.92 0.98
12 H -1.16 1.53 0.16
13 H 0.45 0.00 2.07
14 H 0.37 -1.69 -0.02
15 H -1.32 -4.18 -0.02
16 H -1.80 -3.64 0.16

Entry 4:
Here is an isolated molecule of C4H6O2 from the Open Molecules 2025 dataset. Energies are from ωB97M-V/def2-TZVPD.

Values from the calculation:
Energy above the lowest of the compared OMol25 structures with the same formula, charge and spin in eV: 5.3438
E_tot in eV: -8335.117
E_HOMO (spin up / spin down) in eV: -9.3286 / -9.5055
Net charge: 0

Positions of all 12 atoms, in Å:
1 O 1.58 -0.75 -0.94
2 C 0.28 -0.71 -0.44
3 C 0.10 -0.32 1.04
4 C -1.10 0.49 0.79
5 O 0.15 1.59 -0.94
6 C -0.54 0.52 -0.95
7 H 1.82 0.17 -1.12
8 H -0.21 -1.66 -0.65
9 H -0.11 -1.13 1.75
10 H 0.94 0.26 1.46
11 H -1.51 1.10 1.63
12 H -1.40 0.43 -1.63

Entry 5:
Here is a cluster of 2 separate species, C2H5FS in total at a distorted geometry from the Open Molecules 2025 dataset. Energies are from ωB97M-V/def2-TZVPD.

Values from the calculation:
Energy above the lowest of the compared OMol25 structures with the same formula, charge and spin in eV: 1.0943
E_tot in eV: -15706.262
E_HOMO in eV: -9.8790
Net charge: 0

Positions of all 9 atoms, in Å:
1 C -0.58 0.37 -0.22
2 C -1.67 0.73 0.43
3 F -2.00 2.04 0.56
4 H -0.37 -0.63 -0.51
5 H -0.01 1.18 -0.50
6 H -2.53 0.24 0.73
7 S 3.41 -0.32 -0.26
8 H 4.66 0.24 -0.46
9 H 3.66 -0.44 0.96

Entry 6:
Here is an isolated molecule of C4H6O2 from the Open Molecules 2025 dataset. Energies are from ωB97M-V/def2-TZVPD.

Values from the calculation:
Energy above the lowest of the compared OMol25 structures with the same formula, charge and spin in eV: 0.7634
E_tot in eV: -8339.698
E_HOMO in eV: -9.9736
Net charge: 0

Positions of all 12 atoms, in Å:
1 C -1.24 -0.85 -0.52
2 C 0.27 -0.78 -0.46
3 O 0.99 -1.38 -1.23
4 C 0.87 0.09 0.65
5 C 0.62 1.56 0.36
6 O -0.41 2.13 0.64
7 H -1.68 0.15 -0.42
8 H -1.61 -1.45 0.32
9 H -1.55 -1.32 -1.46
10 H 0.37 -0.14 1.60
11 H 1.94 -0.12 0.70
12 H 1.44 2.10 -0.16

Entry 7:
Here is a cluster of 9 separate species, C38H45N5O18 in total at a distorted geometry from the Open Molecules 2025 dataset. Energies are from ωB97M-V/def2-TZVPD.

Values from the calculation:
E_tot in eV: -84431.935
E_HOMO in eV: -9.8855
Net charge: 0

Positions of all 106 atoms, in Å:
1 O -3.53 3.21 3.30
2 N -4.41 2.86 2.53
3 O -5.59 2.86 2.89
4 C -4.06 2.43 1.22
5 C -2.72 2.21 0.93
6 C -2.38 1.78 -0.35
7 C -3.40 1.34 -1.18
8 C -4.73 1.42 -0.81
9 C -5.12 2.03 0.38
10 H -2.07 2.49 1.77
11 H -1.33 1.62 -0.66
12 H -3.17 0.92 -2.14
13 H -5.42 0.94 -1.50
14 H -6.14 2.02 0.74
15 O 4.07 1.37 -2.84
16 N 4.97 0.57 -2.72
17 O 6.01 0.78 -2.14
18 C 4.87 -0.71 -3.27
19 C 3.60 -1.15 -3.65
20 C 3.54 -2.45 -4.09
21 C 4.68 -3.24 -4.29
22 C 5.95 -2.74 -4.00
23 C 6.07 -1.42 -3.45
24 H 2.71 -0.51 -3.52
25 H 2.60 -2.96 -4.26
26 H 4.68 -4.23 -4.59
27 H 6.78 -3.35 -4.08
28 H 7.03 -0.98 -3.27
29 O -1.69 0.23 -5.08
30 N -0.82 0.48 -4.27
31 O -0.45 -0.32 -3.44
32 C -0.11 1.71 -4.47
33 C -0.09 2.31 -5.71
34 C 0.47 3.58 -5.85
35 C 1.11 4.11 -4.78
36 C 1.02 3.58 -3.48
37 C 0.38 2.33 -3.31
38 H -0.58 1.87 -6.57
39 H 0.60 4.04 -6.83
40 H 1.61 5.09 -4.98
41 H 1.53 4.06 -2.63
42 H 0.30 1.74 -2.45
43 O 0.48 2.56 1.83
44 C 1.56 2.60 1.38
45 O 1.93 3.33 0.22
46 C 3.34 3.21 0.06
47 C 3.74 2.05 0.91
48 O 2.66 2.00 1.90
49 H 3.57 3.03 -0.99
50 H 3.86 4.13 0.37
51 H 4.70 2.36 1.40
52 H 3.82 1.10 0.35
53 O 3.98 -2.21 -0.41
54 C 4.02 -1.80 0.71
55 O 5.06 -1.07 1.32
56 C 4.81 -1.12 2.78
57 C 3.40 -1.48 2.93
58 O 3.13 -2.18 1.65
59 H 5.47 -1.91 3.04
60 H 5.09 -0.26 3.31
61 H 2.72 -0.62 2.96
62 H 3.22 -2.18 3.70
63 O -4.77 -1.69 -0.14
64 C -4.35 -2.14 -1.17
65 O -3.70 -3.29 -1.34
66 C -3.23 -3.44 -2.71
67 C -4.17 -2.52 -3.38
68 O -4.59 -1.59 -2.40
69 H -2.17 -2.97 -2.74
70 H -3.11 -4.50 -2.93
71 H -5.09 -3.00 -3.81
72 H -3.69 -1.97 -4.20
73 O -4.16 -2.83 5.26
74 C -4.42 -1.89 4.60
75 O -5.57 -1.78 3.94
76 C -5.59 -0.58 3.13
77 C -4.37 0.19 3.63
78 O -3.65 -0.80 4.38
79 H -5.52 -0.82 2.06
80 H -6.53 -0.07 3.32
81 H -4.65 0.99 4.34
82 H -3.68 0.50 2.86
83 C -0.38 -2.33 1.66
84 C -0.43 -2.59 0.17
85 C 0.78 -2.04 -0.70
86 C 1.03 -0.59 -0.54
87 N 1.27 0.52 -0.35
88 H -0.75 -1.28 1.89
89 H 0.60 -2.49 2.02
90 H -1.00 -3.06 2.17
91 H -1.31 -2.05 -0.26
92 H -0.58 -3.65 -0.20
93 H 0.69 -2.26 -1.78
94 H 1.66 -2.59 -0.23
95 C -0.53 1.79 5.13
96 C -0.46 0.52 4.38
97 C -0.26 -0.66 5.32
98 C 1.15 -0.78 5.76
99 N 2.28 -0.77 5.95
100 H -0.70 2.63 4.47
101 H 0.39 2.01 5.69
102 H -1.39 1.68 5.77
103 H 0.36 0.45 3.68
104 H -1.36 0.43 3.78
105 H -0.58 -1.57 4.84
106 H -0.81 -0.63 6.21

Entry 8:
Here is a structure of composition C47H51BInN8O10S from the Open Molecules 2025 dataset. Energies are from ωB97M-V/def2-TZVPD.

Values from the calculation:
Energy above the lowest of the compared OMol25 structures with the same formula, charge and spin in eV: 2.0138
E_tot in eV: -98656.323
E_HOMO in eV: -6.1905
Net charge: -1

Positions of all 119 atoms, in Å:
1 In -0.28 0.22 0.15
2 O -0.86 -3.17 -3.31
3 N -0.32 -2.25 -2.77
4 C 1.12 -0.37 -5.24
5 C 2.09 0.77 -4.99
6 C 1.55 1.86 -4.03
7 C 2.53 3.05 -4.02
8 C 1.93 4.34 -3.48
9 C 0.22 2.31 -4.58
10 O 0.11 2.85 -5.67
11 N -0.87 2.08 -3.80
12 C -0.87 1.49 -2.53
13 O -1.92 1.44 -1.91
14 N 0.29 1.01 -2.01
15 C 1.48 1.24 -2.61
16 O 2.53 0.93 -2.07
17 H 1.61 -1.17 -5.80
18 H 0.26 -0.04 -5.82
19 H 0.75 -0.80 -4.31
20 H 2.32 1.27 -5.93
21 H 3.02 0.40 -4.56
22 H 2.89 3.20 -5.04
23 H 3.38 2.74 -3.41
24 H 1.15 4.72 -4.15
25 H 2.70 5.11 -3.39
26 H 1.50 4.19 -2.49
27 H -1.77 2.40 -4.13
28 O 1.31 -2.33 1.42
29 B 1.42 -1.11 0.74
30 O 2.79 -0.82 0.54
31 C 3.48 -1.83 1.15
32 C 4.84 -2.00 1.26
33 C 5.27 -3.14 1.94
34 C 4.37 -4.05 2.48
35 C 2.99 -3.87 2.35
36 C 2.57 -2.74 1.68
37 H 5.53 -1.28 0.85
38 H 6.34 -3.31 2.06
39 H 4.74 -4.92 3.00
40 H 2.28 -4.56 2.76
41 C 2.11 3.36 4.17
42 C 2.60 2.08 4.86
43 C 1.85 1.86 6.18
44 C 4.11 2.13 5.09
45 C 2.32 0.94 3.97
46 N 2.13 0.04 3.28
47 H 2.34 4.21 4.82
48 H 1.03 3.30 4.01
49 H 2.60 3.50 3.21
50 H 2.01 2.73 6.82
51 H 2.22 0.97 6.69
52 H 0.78 1.75 5.98
53 H 4.35 3.00 5.72
54 H 4.65 2.23 4.15
55 H 4.46 1.23 5.59
56 C -2.38 2.70 2.62
57 C -1.32 1.67 3.00
58 O -0.85 1.72 4.14
59 O -0.99 0.81 2.12
60 H -3.04 2.87 3.47
61 H -2.94 2.40 1.74
62 H -1.86 3.64 2.41
63 O -1.28 -2.98 -0.20
64 C -2.21 -2.22 -0.04
65 N -3.51 -2.60 0.21
66 C -4.40 -1.48 0.31
67 C -3.38 -0.31 0.17
68 O -3.70 0.84 0.29
69 N -2.16 -0.83 -0.06
70 C -5.37 -1.36 -0.86
71 C -6.40 -0.42 -0.81
72 C -7.25 -0.27 -1.89
73 C -7.10 -1.04 -3.03
74 C -6.06 -1.96 -3.09
75 C -5.20 -2.12 -2.01
76 C -5.08 -1.45 1.67
77 C -6.30 -2.09 1.87
78 C -6.88 -2.14 3.13
79 C -6.24 -1.54 4.21
80 C -5.02 -0.92 4.02
81 C -4.44 -0.87 2.76
82 H -3.79 -3.56 0.20
83 H -6.50 0.20 0.06
84 H -8.05 0.47 -1.84
85 H -7.77 -0.92 -3.87
86 H -5.92 -2.56 -3.98
87 H -4.38 -2.82 -2.08
88 H -6.81 -2.55 1.03
89 H -7.83 -2.64 3.27
90 H -6.69 -1.57 5.19
91 H -4.51 -0.45 4.85
92 H -3.48 -0.39 2.63
93 C 4.31 3.29 0.82
94 C 2.83 3.27 0.65
95 C 1.92 4.25 0.34
96 C 0.67 3.60 0.25
97 N 0.82 2.31 0.53
98 N 2.13 2.13 0.77
99 C -0.66 4.14 -0.13
100 H 4.70 4.28 0.57
101 H 4.77 2.56 0.16
102 H 4.60 3.06 1.85
103 H 2.12 5.29 0.17
104 H 2.49 1.19 0.92
105 H -0.91 5.02 0.46
106 H -1.43 3.38 0.00
107 H -0.67 4.43 -1.19
108 S 1.31 -2.38 -2.25
109 C 1.91 -4.01 -2.56
110 C 1.59 -4.76 -3.70
111 C 2.14 -6.02 -3.86
112 C 3.01 -6.54 -2.91
113 C 3.34 -5.79 -1.79
114 C 2.78 -4.53 -1.61
115 H 0.93 -4.35 -4.44
116 H 1.88 -6.60 -4.73
117 H 3.44 -7.52 -3.05
118 H 4.02 -6.18 -1.04
119 H 3.02 -3.96 -0.72

Entry 9:
Here is a structure of composition C7H5BrClO3S at a distorted geometry from the Open Molecules 2025 dataset. Energies are from ωB97M-V/def2-TZVPD.

Values from the calculation:
E_tot in eV: -106883.664
E_HOMO in eV: -5.6105
Net charge: -1

Positions of all 18 atoms, in Å:
1 C 2.67 0.39 -0.10
2 C 2.11 -0.15 -1.19
3 C 1.82 0.94 0.92
4 C 0.73 -0.31 -1.30
5 C 0.45 0.89 0.79
6 C -0.12 0.22 -0.34
7 C -1.60 0.09 -0.41
8 O -2.10 -0.40 2.17
9 O -1.71 -2.27 0.65
10 O -3.85 -0.98 0.47
11 S -2.45 -1.06 0.87
12 Cl -2.16 -0.48 -2.09
13 Br -2.58 1.66 0.04
14 H 3.79 0.53 0.03
15 H 2.64 -0.68 -1.81
16 H 2.27 1.15 1.78
17 H 0.34 -0.84 -2.19
18 H -0.25 1.30 1.68

Entry 10:
Here is a structure of composition C6H10O at a distorted geometry from the Open Molecules 2025 dataset. Energies are from ωB97M-V/def2-TZVPD.

Values from the calculation:
Energy above the lowest of the compared OMol25 structures with the same formula, charge and spin in eV: 3.5883
E_tot in eV: -8427.652
E_HOMO in eV: -8.4170
Net charge: 0

Positions of all 17 atoms, in Å:
1 C -0.11 -0.14 -0.44
2 C -0.56 0.11 0.87
3 C -0.88 1.13 -0.18
4 C 1.14 -0.44 -1.18
5 C 1.03 0.64 1.69
6 C -1.54 -1.36 -0.90
7 O -2.70 -1.06 -1.03
8 H -1.13 -0.46 1.57
9 H -1.89 1.18 -0.57
10 H -0.36 2.08 -0.15
11 H -1.20 -2.40 -1.15
12 H 1.81 0.41 -1.17
13 H 1.64 -1.31 -0.75
14 H 0.89 -0.65 -2.22
15 H 0.63 1.18 2.55
16 H 1.63 1.33 1.10
17 H 1.58 -0.25 1.97

Entry 11:
Here is a structure of composition C29H26ClN2O3PPdS2 from the Open Molecules 2025 dataset. Energies are from ωB97M-V/def2-TZVPD.

Values from the calculation:
Energy above the lowest of the compared OMol25 structures with the same formula, charge and spin in eV: 1.0957
E_tot in eV: -86577.229
Multiplicity: 3
E_HOMO (spin up / spin down) in eV: -7.5940 / -7.6010
Net charge: 0

Positions of all 65 atoms, in Å:
1 Pd -0.26 0.07 0.69
2 Cl -2.68 -0.98 0.46
3 C -2.81 -1.50 -1.21
4 C -4.05 -1.98 -1.61
5 C -4.20 -2.44 -2.91
6 C -3.11 -2.41 -3.78
7 C -1.89 -1.92 -3.35
8 C -1.71 -1.44 -2.05
9 P -0.06 -0.64 -1.54
10 C -0.23 0.73 -2.73
11 C -0.72 1.94 -2.24
12 C -0.86 3.04 -3.08
13 C -0.49 2.94 -4.42
14 C 0.00 1.75 -4.91
15 C 0.13 0.64 -4.07
16 C 0.98 -2.01 -2.11
17 C 2.09 -1.82 -2.92
18 C 2.87 -2.91 -3.32
19 C 2.56 -4.18 -2.86
20 C 1.48 -4.38 -2.02
21 C 0.68 -3.30 -1.65
22 H -4.88 -2.00 -0.92
23 H -5.16 -2.82 -3.24
24 H -3.22 -2.78 -4.80
25 H -1.05 -1.92 -4.03
26 H -0.99 2.03 -1.20
27 H -1.26 3.97 -2.69
28 H -0.59 3.80 -5.07
29 H 0.30 1.67 -5.95
30 H 0.51 -0.29 -4.47
31 H 2.37 -0.82 -3.23
32 H 3.72 -2.75 -3.96
33 H 3.18 -5.02 -3.16
34 H 1.25 -5.37 -1.64
35 H -0.17 -3.45 -1.01
36 O -3.74 0.96 3.38
37 C -3.07 1.22 4.52
38 C -3.83 1.39 5.68
39 C -3.21 1.69 6.88
40 C -1.83 1.84 6.94
41 C -1.07 1.65 5.80
42 C -1.67 1.32 4.59
43 C -0.82 1.00 3.40
44 O -1.41 0.99 2.23
45 N 0.43 0.76 3.60
46 N 1.10 0.30 2.47
47 C 2.36 0.53 2.53
48 S 3.02 1.52 3.82
49 C 4.75 1.31 3.34
50 C 4.82 0.97 1.86
51 S 3.53 -0.24 1.49
52 H -3.07 0.94 2.67
53 H -4.90 1.28 5.61
54 H -3.81 1.81 7.77
55 H -1.35 2.10 7.88
56 H 0.01 1.74 5.83
57 H 5.19 0.52 3.95
58 H 5.26 2.25 3.54
59 H 5.77 0.50 1.60
60 H 4.68 1.85 1.24
61 C 2.24 1.32 -1.14
62 O 1.53 0.14 -0.78
63 H 2.07 1.61 -2.18
64 H 3.31 1.12 -1.00
65 H 1.97 2.17 -0.51

Entry 12:
Here is a cluster of 2 separate species, C5H13NO2 in total at a distorted geometry from the Open Molecules 2025 dataset. Energies are from ωB97M-V/def2-TZVPD.

Values from the calculation:
Energy above the lowest of the compared OMol25 structures with the same formula, charge and spin in eV: 1.0141
E_tot in eV: -10980.865
E_HOMO in eV: -9.8076
Net charge: 0

Positions of all 21 atoms, in Å:
1 C 1.53 -0.28 1.47
2 C 0.03 -0.03 1.55
3 C -0.70 -0.05 0.22
4 C -0.08 0.76 -0.88
5 N -2.13 0.21 0.40
6 C -3.03 -0.21 -0.53
7 O -2.85 -1.07 -1.37
8 H 2.01 0.19 0.61
9 H 1.76 -1.34 1.49
10 H 1.93 0.05 2.43
11 H -0.25 0.89 2.06
12 H -0.47 -0.83 2.10
13 H -0.81 -1.06 -0.18
14 H 0.88 0.40 -1.21
15 H -0.75 0.63 -1.74
16 H -0.19 1.84 -0.75
17 H -2.51 1.04 0.84
18 H -4.00 0.31 -0.46
19 O 3.41 -0.21 -2.19
20 H 2.84 -0.86 -2.62
21 H 3.38 -0.42 -1.24